{
  "formula": "C15H21FNO4P",
  "method": "the ωB97M-V functional and the def2-TZVPD basis",
  "charge": 0,
  "e_homo_ha": -0.293,
  "e_lumo_ev": -0.07,
  "smiles": "Cc1ccccc1CO[P@@](=O)(O)OCCCF.c1cc[nH]c1",
  "gap_ev": 7.903,
  "elements": ["C", "C", "C", "C", "C", "C", "C", "C", "O", "P", "O", "O", "O", "C", "C", "C", "F", "H", "H", "H", "H", "H", "H", "H", "H", "H", "H", "H", "H", "H", "H", "H", "H", "C", "C", "C", "N", "C", "H", "H", "H", "H", "H"],
  "xyz": [[-3.301, 3.189, 0.336], [-4.017, 1.704, 0.298], [-5.325, 1.274, 1.197], [-5.865, -0.275, 1.049], [-5.224, -1.407, 0.050], [-3.914, -0.985, -0.846], [-3.331, 0.576, -0.706], [-1.974, 0.881, -1.635], [-1.190, -0.359, -1.818], [-0.129, -0.668, -0.472], [-0.777, -0.466, 0.955], [0.319, -2.383, -0.577], [1.370, 0.219, -0.492], [1.485, 1.092, 0.716], [2.804, 2.071, 0.419], [2.632, 2.600, -1.130], [3.435, 1.731, -2.040], [-3.360, 3.776, -0.675], [-3.671, 3.868, 1.244], [-2.148, 2.984, 0.563], [-5.780, 2.085, 1.910], [-6.790, -0.620, 1.713], [-5.627, -2.506, -0.080], [-3.437, -1.785, -1.558], [-1.351, 1.794, -1.249], [-2.411, 1.145, -2.714], [-0.182, -2.825, 0.170], [1.601, 0.473, 1.715], [0.554, 1.823, 0.769], [2.733, 2.970, 1.195], [3.784, 1.430, 0.578], [3.023, 3.728, -1.138], [1.493, 2.661, -1.410], [5.338, -3.772, 0.523], [5.325, -2.431, 0.978], [4.127, -1.877, 0.586], [3.419, -2.834, -0.093], [4.147, -3.994, -0.132], [6.130, -4.496, 0.660], [6.105, -1.925, 1.532], [3.719, -0.885, 0.731], [2.502, -2.705, -0.501], [3.758, -4.877, -0.622]],
  "atomic_forces_ev_per_a": [[0.6, -0.8, 0.8], [-1.0, -3.3, -0.6], [2.6, -2.9, -3.2], [2.0, 0.6, -1.5], [2.4, 4.3, -0.2], [-2.4, 3.0, 3.0], [-2.1, -1.6, 1.6], [-2.5, 0.8, -0.2], [2.4, 0.5, 2.8], [-1.1, -0.8, 4.5], [1.8, -0.5, -5.2], [-1.2, 3.2, 0.1], [-3.1, -1.4, 0.4], [0.7, 1.7, 0.6], [-1.3, -1.1, -0.2], [0.8, 0.9, 1.2], [-2.1, 2.1, 1.9], [-0.1, -1.2, 2.0], [0.5, -1.6, -2.1], [-2.4, 0.5, -0.5], [0.8, -2.0, -1.5], [2.2, 0.9, -1.6], [0.7, 2.6, 0.6], [-0.9, 2.0, 1.5], [-1.1, -1.9, -0.6], [1.3, -0.6, 2.3], [0.6, 1.0, -1.0], [-0.4, 1.2, -2.3], [1.8, -1.8, 0.1], [0.3, -2.0, -1.8], [-1.9, 1.6, -0.5], [-0.4, -2.7, -0.5], [2.4, -0.6, 0.1], [-0.1, -0.3, -0.2], [-0.2, 0.3, 0.1], [0.0, 0.0, 0.0], [0.1, 0.0, 0.1], [0.0, 0.1, 0.0], [-0.1, 0.1, 0.0], [-0.1, -0.1, -0.1], [0.1, -0.2, -0.1], [0.2, 0.0, 0.2], [0.1, 0.1, 0.1]],
  "lowdin_charge": [-0.12, -0.14, -0.03, -0.08, -0.07, -0.01, -0.07, -0.20, -0.27, 0.78, -0.34, -0.20, -0.29, -0.23, -0.13, -0.15, -0.13, 0.08, 0.09, 0.07, 0.09, 0.08, 0.08, 0.09, 0.11, 0.15, 0.10, 0.14, 0.12, 0.13, 0.12, 0.13, 0.12, -0.12, -0.12, -0.13, 0.01, -0.14, 0.09, 0.09, 0.08, 0.11, 0.10]
}